No. 1
Below is a cluster of 2 separate species, C3H11NOS2 in total in a non-equilibrium geometry, with properties calculated with ωB97M-V with the def2-TZVPD basis set.

Its SMILES is CSSCCN.O. For the total energy, the calculation gives -28496.52392 eV. The LUMO energy is 0.68 eV.

ORCA input file:
```
! wB97M-V def2-TZVPD RIJCOSX def2/J DEFGRID3
* xyz 0 1
N 2.572 -0.240 -0.428
C 1.246 0.347 -0.781
C 0.081 -0.542 -1.019
S -0.858 -0.982 0.475
S -1.604 0.787 1.033
C -2.987 1.051 -0.179
H 3.097 -0.723 -1.287
H 2.551 -0.927 0.394
H 1.403 0.983 -1.637
H 0.843 1.053 0.056
H 0.272 -1.487 -1.506
H -0.669 -0.013 -1.669
H -3.042 0.239 -0.894
H -2.603 1.914 -0.838
H -4.021 1.216 0.272
H 1.568 -1.200 3.405
H 0.794 -0.844 1.913
O 1.357 -0.633 2.690
*
```

---

No. 2
Below is a structure of composition C8H5Cl2IrNO9Se in a non-equilibrium geometry, with properties calculated with ωB97M-V with the def2-TZVPD basis set.

For the total energy, the calculation gives -121512.83716 eV. The LUMO energy (spin up / spin down) is -1.19 / -3.32 eV.

ORCA input file:
```
! wB97M-V def2-TZVPD RIJCOSX def2/J DEFGRID3
* xyz 0 6
Ir 0.918 -0.204 -1.369
O -2.186 3.021 3.062
C -1.654 2.240 2.091
C -0.917 1.030 2.523
C -0.387 0.258 1.572
N -0.380 0.660 0.251
C -0.925 1.836 -0.200
C -1.666 2.721 0.783
C -0.577 2.310 -1.487
O -0.994 3.383 -1.895
O 0.121 1.448 -2.177
C 0.227 -1.048 1.981
O 0.568 -1.317 3.070
O 0.397 -1.951 0.973
H -1.997 2.575 3.959
H -0.702 0.606 3.554
H -2.166 3.711 0.648
Cl -1.277 -1.554 -2.505
C -0.203 -2.458 -3.561
Cl 0.994 -1.336 -4.292
H -0.867 -2.867 -4.332
H 0.407 -3.143 -3.009
O 2.761 -0.359 0.163
Se 2.828 -2.000 0.054
O 4.147 -2.853 0.260
O 1.584 -2.665 1.242
O 1.947 -2.042 -1.360
*
```

---

No. 3
Below is a structure of composition C53H53BFN6O5PRu in a non-equilibrium geometry, with properties calculated with ωB97M-V with the def2-TZVPD basis set.

For the total energy, the calculation gives -90261.57881 eV. The LUMO energy (spin up / spin down) is 1.65 / 1.66 eV.

ORCA input file:
```
! wB97M-V def2-TZVPD RIJCOSX def2/J DEFGRID3
* xyz -1 2
Ru 0.180 -1.843 -0.540
C 5.554 -4.058 -1.503
C 5.412 -4.395 -0.051
C 6.378 -5.166 0.577
C 6.295 -5.454 1.927
C 5.242 -4.948 2.668
C 4.278 -4.166 2.056
C 4.333 -3.902 0.692
P 3.166 -2.731 -0.153
C 2.518 -1.824 1.224
C 1.274 -2.102 2.016
C 0.514 -1.414 4.294
C 0.617 0.895 3.761
C 2.109 0.750 3.547
C 2.811 0.205 2.353
C 4.278 0.570 2.234
C 1.786 -3.866 -0.619
C 1.358 -4.956 0.146
C 0.255 -5.700 -0.230
C -0.455 -5.379 -1.386
C -0.040 -4.333 -2.185
C 1.065 -3.541 -1.813
C 1.679 -2.599 -2.827
H 6.543 -4.327 -1.867
H 5.402 -2.989 -1.652
H 4.804 -4.584 -2.092
H 7.211 -5.545 -0.002
H 7.062 -6.053 2.401
H 5.178 -5.163 3.727
H 3.483 -3.733 2.646
H 0.939 -3.141 2.122
H -0.189 -2.218 4.408
H 0.389 1.886 4.157
H 2.725 1.371 4.195
H 4.757 0.523 3.210
H 4.380 1.575 1.827
H 4.776 -0.142 1.579
H 1.924 -5.233 1.027
H -0.049 -6.550 0.365
H -1.323 -5.960 -1.660
H -0.548 -4.112 -3.118
H 1.509 -2.940 -3.856
H 2.755 -2.495 -2.640
C -0.677 2.247 -7.328
C -1.763 2.554 -6.295
C -2.067 4.050 -6.281
C -3.155 4.327 -5.261
C -2.690 3.853 -3.913
C -3.150 4.528 -2.776
C -2.716 4.083 -1.547
F -3.165 4.716 -0.430
C -1.859 3.021 -1.410
C -1.367 2.313 -2.526
C -0.512 1.186 -2.390
O -0.026 0.664 -1.236
C -0.213 0.482 -3.612
C -0.674 0.975 -4.813
N -1.371 2.125 -4.959
C -1.813 2.782 -3.810
C 0.495 -0.783 -3.789
O 0.576 -1.351 -4.872
O 1.093 -1.295 -2.684
H -0.878 2.795 -8.246
H -0.640 1.192 -7.577
H 0.293 2.549 -6.947
H -2.680 2.014 -6.574
H -2.376 4.369 -7.277
H -1.166 4.602 -6.004
H -4.077 3.809 -5.547
H -3.380 5.394 -5.220
H -3.832 5.358 -2.858
H -1.595 2.718 -0.425
H -0.464 0.393 -5.693
C -1.943 -1.767 -1.165
C -2.668 -2.855 -0.585
C -2.845 -2.923 0.814
C -3.625 -3.901 1.382
C -4.281 -4.831 0.582
C -4.096 -4.803 -0.792
C -3.291 -3.846 -1.367
H -2.088 -0.818 -0.640
H -2.049 -1.670 -2.247
H -2.347 -2.178 1.422
H -3.756 -3.934 2.457
H -4.932 -5.568 1.029
H -4.613 -5.521 -1.417
H -3.152 -3.832 -2.439
N 0.109 -0.130 4.658
N 1.537 -1.593 3.413
N 2.561 -0.645 3.522
C 2.291 -0.334 1.015
N 0.851 -0.273 0.766
N 0.234 -1.293 1.398
H 0.186 0.095 5.644
H 0.082 0.751 2.824
H 2.836 0.137 0.190
C -3.237 5.931 3.363
C -2.428 4.873 4.125
C -1.643 5.569 5.247
C -3.399 3.879 4.772
C -1.501 4.184 3.133
C -0.292 4.769 2.785
C 0.593 4.190 1.883
C 0.242 2.991 1.312
O 0.940 2.230 0.441
B 0.106 1.028 0.188
O -1.144 1.229 0.962
C -0.991 2.402 1.629
C -1.864 2.981 2.521
H -3.949 6.418 4.028
H -3.778 5.469 2.542
H -2.575 6.686 2.946
H -2.329 5.920 6.017
H -1.099 6.434 4.878
H -0.934 4.885 5.708
H -3.964 4.373 5.562
H -2.861 3.039 5.205
H -4.111 3.502 4.044
H -0.005 5.714 3.216
H 1.533 4.662 1.647
H -2.799 2.487 2.719
*
```

---

No. 4
Below is a structure of composition C60H40I4N4OS3Sn in a non-equilibrium geometry, with properties calculated with ωB97M-V with the def2-TZVPD basis set.

For the total energy, the calculation gives -141616.10593 eV. The LUMO energy (spin up / spin down) is -1.10 / -1.10 eV.

ORCA input file:
```
! wB97M-V def2-TZVPD RIJCOSX def2/J DEFGRID3
* xyz 0 1
Sn 0.265 -0.451 0.463
I 9.390 -3.908 -0.569
C 7.345 -3.615 -0.119
C 7.048 -2.288 0.155
C 5.831 -1.939 0.655
C 4.842 -2.908 0.694
C 5.111 -4.208 0.433
C 6.388 -4.596 -0.024
C 3.403 -2.418 0.845
C 3.017 -1.685 2.035
C 3.748 -1.442 3.189
C 3.115 -0.439 3.887
C 2.069 -0.043 3.088
C 1.001 1.041 3.272
C 1.202 2.024 4.390
C 2.463 2.419 4.813
C 2.607 3.417 5.740
C 1.511 4.096 6.233
I 1.684 5.628 7.593
C 0.240 3.759 5.768
C 0.097 2.752 4.849
C -0.331 0.292 3.360
N -0.884 -0.277 2.208
C -2.160 -0.682 2.504
C -3.143 -1.096 1.530
C -4.514 -1.403 2.047
C -5.428 -0.466 2.591
C -6.650 -0.872 3.076
C -6.993 -2.238 3.168
I -8.916 -2.938 3.902
C -6.090 -3.169 2.672
C -4.856 -2.762 2.164
C -2.836 -1.373 0.253
C -3.663 -1.968 -0.785
C -2.941 -2.213 -1.881
C -1.521 -1.945 -1.536
N -1.521 -1.357 -0.308
C -0.412 -2.384 -2.258
C 0.885 -2.609 -1.706
C 2.031 -3.108 -2.382
C 3.088 -3.110 -1.526
C 2.625 -2.586 -0.249
N 1.262 -2.257 -0.398
C -0.651 -2.712 -3.681
C -1.149 -1.761 -4.544
C -1.522 -2.106 -5.855
C -1.281 -3.402 -6.259
I -1.563 -3.839 -8.231
C -0.858 -4.429 -5.399
C -0.542 -4.066 -4.109
C -2.393 -0.436 3.868
C -1.237 0.166 4.386
N 1.949 -0.796 1.975
H 7.857 -1.568 0.084
H 5.696 -0.893 0.844
H 4.329 -4.972 0.530
H 6.558 -5.633 -0.221
H 4.598 -2.042 3.531
H 3.385 -0.049 4.846
H 3.345 1.927 4.426
H 3.624 3.637 6.065
H -0.627 4.309 6.082
H -0.881 2.522 4.481
H -5.170 0.595 2.660
H -7.345 -0.162 3.500
H -6.356 -4.225 2.688
H -4.230 -3.558 1.762
H -4.702 -2.157 -0.595
H -3.218 -2.725 -2.803
H 2.095 -3.393 -3.400
H 4.086 -3.448 -1.738
H -1.288 -0.754 -4.173
H -1.852 -1.339 -6.557
H -0.798 -5.440 -5.815
H -0.274 -4.808 -3.383
H -3.328 -0.614 4.371
H -1.077 0.512 5.388
C 3.035 3.685 1.539
C 2.241 2.519 0.951
S 0.705 2.021 1.705
C 2.542 1.983 -0.269
C 3.744 2.378 -1.068
S 1.572 0.849 -1.221
H 2.422 4.251 2.231
H 3.393 4.331 0.767
H 3.873 3.331 2.148
H 4.364 3.090 -0.562
H 3.453 2.793 -2.057
H 4.313 1.474 -1.258
O -1.514 1.767 -0.349
S -1.494 1.445 -1.835
C -0.525 2.670 -2.788
C -0.047 2.306 -4.040
C 0.756 3.200 -4.733
C 1.100 4.406 -4.137
C 0.533 4.802 -2.926
C -0.266 3.908 -2.219
C -3.148 1.923 -2.399
C -3.543 2.200 -3.718
C -4.846 2.631 -3.954
C -5.760 2.800 -2.915
C -5.374 2.462 -1.628
C -4.085 2.024 -1.372
H -0.317 1.376 -4.479
H 1.121 2.979 -5.719
H 1.700 5.099 -4.667
H 0.792 5.738 -2.476
H -0.687 4.167 -1.276
H -2.879 2.041 -4.556
H -5.170 2.849 -4.975
H -6.739 3.191 -3.131
H -6.017 2.637 -0.777
H -3.837 1.660 -0.395
*
```

---

No. 5
Below is the molecule C5H5N3 in a non-equilibrium geometry, with properties calculated with ωB97M-V with the def2-TZVPD basis set.

Its SMILES is C1=Cn2ncnc2C1. For the total energy, the calculation gives -9734.81492 eV. The LUMO energy is 0.89 eV.

ORCA input file:
```
! wB97M-V def2-TZVPD RIJCOSX def2/J DEFGRID3
* xyz 0 1
C -1.039 1.096 0.024
C -1.749 -0.248 -0.025
C -0.851 -1.216 -0.055
C 2.416 -0.078 -0.036
C 0.388 0.708 -0.014
H -1.185 1.529 1.057
H -1.422 1.827 -0.669
H -2.805 -0.464 -0.135
H -1.053 -2.363 -0.188
H 3.526 -0.038 0.004
N 0.446 -0.704 0.080
N 1.666 -1.156 0.045
N 1.660 1.108 -0.087
*
```

---

No. 6
Below is the molecule C5H10O, with properties calculated with ωB97M-V with the def2-TZVPD basis set.

For the total energy, the calculation gives -7392.06376 eV. The LUMO energy is 0.89 eV.

ORCA input file:
```
! wB97M-V def2-TZVPD RIJCOSX def2/J DEFGRID3
* xyz 0 1
C -0.798 -0.580 -1.060
C 0.250 -0.419 0.043
C 1.665 -0.637 -0.489
C 0.098 0.964 0.743
C -0.669 0.677 2.008
O -1.955 0.859 1.839
H -0.741 -1.575 -1.516
H -1.815 -0.455 -0.666
H -0.649 0.169 -1.850
H 2.400 -0.551 0.320
H 1.919 0.104 -1.259
H 1.757 -1.635 -0.935
H 1.079 1.379 0.996
H -0.412 1.679 0.066
H 0.064 -1.191 0.809
H -2.193 1.213 0.951
*
```

---

No. 7
Below is a structure of composition CH2Cl2FP in a non-equilibrium geometry, with properties calculated with ωB97M-V with the def2-TZVPD basis set.

For the total energy, the calculation gives -38117.04883 eV. The LUMO energy (spin up / spin down) is 0.55 / -2.67 eV.

ORCA input file:
```
! wB97M-V def2-TZVPD RIJCOSX def2/J DEFGRID3
* xyz 0 3
C -0.903 -0.013 0.391
F -1.680 1.010 -0.090
P 0.785 -0.326 -1.190
Cl 1.719 1.409 -1.182
Cl 1.842 -1.395 0.261
H -0.262 0.308 1.101
H -1.500 -0.993 0.709
*
```

---

No. 8
Below is the molecule C2H4IPS in a non-equilibrium geometry, with properties calculated with ωB97M-V with the def2-TZVPD basis set.

Its SMILES is SP1C[C@H]1I. For the total energy, the calculation gives -30360.56668 eV. The LUMO energy is -1.39 eV.

ORCA input file:
```
! wB97M-V def2-TZVPD RIJCOSX def2/J DEFGRID3
* xyz 0 1
C 0.451 -0.647 -0.562
C 1.266 -0.283 0.639
P -0.724 0.001 0.567
S -2.443 1.536 -0.577
I 0.271 -2.668 -1.146
H 0.792 -0.026 -1.471
H 1.565 -0.699 1.573
H 1.877 0.552 0.503
H -3.054 2.234 0.474
*
```

---

No. 9
Below is the molecule C15H22N2O4 in a non-equilibrium geometry, with properties calculated with ωB97M-V with the def2-TZVPD basis set.

Its SMILES is CC[C@H](C)[C@H](NC(=O)[C@@H](N)Cc1ccc(O)cc1)C(=O)O. For the total energy, the calculation gives -27082.18582 eV. The LUMO energy is 0.59 eV.

ORCA input file:
```
! wB97M-V def2-TZVPD RIJCOSX def2/J DEFGRID3
* xyz 0 1
C -0.434 0.106 2.548
C -1.292 -0.834 1.708
C -1.044 1.522 2.664
C -0.871 2.379 1.427
C -1.841 2.805 0.620
C 0.447 2.701 0.970
C -1.640 3.322 -0.671
C 0.701 3.363 -0.200
C -0.376 3.591 -1.099
C 0.029 -0.833 -0.432
C -0.818 -0.136 -1.541
C 1.030 -1.913 -0.942
C 1.930 -2.378 0.244
C 0.286 -3.168 -1.517
C 1.138 -3.901 -2.503
H 1.456 -0.804 2.390
H 1.530 0.749 2.771
H -0.490 -0.331 3.555
H -0.574 1.992 3.591
H -2.098 1.361 2.848
H -2.901 2.673 0.888
H 1.270 2.491 1.647
H -2.485 3.540 -1.345
H 1.693 3.665 -0.542
H -0.877 4.502 -2.744
H -1.671 -1.858 0.022
H 0.622 -0.095 0.132
H 1.612 -1.497 -1.814
H 2.509 -1.492 0.518
H 2.555 -3.161 -0.151
H 1.399 -2.771 1.110
H -0.064 -3.853 -0.730
H -0.678 -2.902 -2.013
H 1.878 -4.532 -2.069
H 0.604 -4.489 -3.242
H 1.536 -3.155 -3.170
H 0.492 1.196 -1.496
N 0.976 0.126 2.179
N -0.895 -1.378 0.518
O -2.439 -1.064 2.190
O -0.092 4.092 -2.311
O -1.809 -0.632 -2.001
O -0.303 1.001 -2.009
*
```

---

No. 10
Below is the molecule C3H9NOS in a non-equilibrium geometry, with properties calculated with ωB97M-V with the def2-TZVPD basis set.

Its SMILES is N[C@@H](CO)CS. For the total energy, the calculation gives -17629.20591 eV. The LUMO energy is 0.75 eV.

ORCA input file:
```
! wB97M-V def2-TZVPD RIJCOSX def2/J DEFGRID3
* xyz 0 1
C -0.213 0.311 1.249
O -1.261 0.243 2.227
C -0.836 0.139 -0.084
C 0.113 0.520 -1.238
S 1.848 -0.010 -1.058
N -1.530 -1.128 -0.315
H 0.498 -0.494 1.443
H 0.191 1.321 1.332
H -0.920 0.491 3.092
H -1.586 0.926 -0.162
H -0.338 0.112 -2.142
H 0.178 1.600 -1.337
H 1.779 -1.092 -1.837
H -1.002 -1.655 -1.007
H -1.498 -1.721 0.511
*
```

---

No. 11
Below is the ion C15H25BrNO with charge +1, with properties calculated with ωB97M-V with the def2-TZVPD basis set.

Its SMILES is Cc1cc(Br)ccc1OCCCC[NH2+]C(C)(C)C. For the total energy, the calculation gives -89535.41538 eV. The LUMO energy is -2.43 eV.

ORCA input file:
```
! wB97M-V def2-TZVPD RIJCOSX def2/J DEFGRID3
* xyz 1 1
C 0.062 0.052 -2.852
C 0.618 -0.248 -1.494
C 1.925 0.112 -1.192
C 2.477 -0.188 0.041
C 1.740 -0.864 1.000
C 0.434 -1.219 0.719
C -0.127 -0.907 -0.513
O -1.464 -1.198 -0.801
C -1.958 -2.495 -0.460
C -2.873 -2.514 0.767
H -2.352 -2.108 1.635
H -3.072 -3.566 0.974
C -4.216 -1.793 0.595
C -4.176 -0.304 0.930
N -3.456 0.462 -0.113
H -2.593 -0.099 -0.372
H -4.041 0.492 -0.954
C -3.030 1.878 0.201
C -1.953 1.841 1.278
H -2.345 1.517 2.238
H -1.551 2.840 1.418
H -1.130 1.191 0.989
C -4.243 2.685 0.645
H -4.621 2.351 1.606
H -5.043 2.631 -0.091
H -3.962 3.729 0.749
C -2.455 2.433 -1.098
H -3.207 2.459 -1.885
H -1.611 1.837 -1.433
H -2.106 3.449 -0.945
H -5.193 0.082 1.020
H -3.665 -0.161 1.882
H -4.592 -1.941 -0.420
H -4.937 -2.250 1.273
H -2.515 -2.840 -1.338
H -1.116 -3.172 -0.302
H -0.139 -1.747 1.464
H 2.177 -1.108 1.955
Br 4.269 0.331 0.422
H 2.516 0.621 -1.937
H 0.085 1.122 -3.052
H 0.677 -0.431 -3.609
H -0.957 -0.313 -2.952
*
```

---

No. 12
Below is the molecule C3H3NO2 in a non-equilibrium geometry, with properties calculated with ωB97M-V with the def2-TZVPD basis set.

Its SMILES is C=C=CON=O. For the total energy, the calculation gives -8739.22560 eV. The LUMO energy is -0.12 eV.

ORCA input file:
```
! wB97M-V def2-TZVPD RIJCOSX def2/J DEFGRID3
* xyz 0 1
C 0.074 1.103 -0.032
C -0.891 0.189 -0.003
C -1.769 -0.762 -0.098
N 2.246 -0.098 0.523
O 3.082 -0.690 -0.063
O 1.285 0.538 -0.412
H 0.146 2.167 0.253
H -2.341 -1.107 -1.001
H -1.833 -1.340 0.832
*
```